Entry 1:
A molecular structure, C14H15NO2Rh at a distorted geometry. Source: the OMol25 dataset; level of theory: ωB97M-V/def2-TZVPD.

* orbital gap (alpha / beta): 4.5 / 7.3 eV
* HOMO energy (alpha / beta): -1.2 / -4.0 eV
* energy above the lowest of the compared OMol25 structures with the same formula, charge and spin: 0.0 kJ/mol
* strongest force on any atom: 4.40 eV Å⁻¹
* electronic energy: -23350.70523 eV
* ⟨S²⟩: 6.02

Geometry as ORCA input:
```
! RIJCOSX wB97M-V def2-TZVPD def2/J DEFGRID3
* xyz -1 5
C -2.602 0.251 -1.876
C -0.461 0.567 3.666
C 0.089 0.990 4.876
H -3.108 0.422 -2.850
H 2.163 1.263 1.596
C 1.393 -0.013 -3.110
C 1.961 -0.852 -2.099
C 1.309 -2.127 -2.164
H 1.821 1.845 5.853
H -3.327 0.517 -1.077
C 2.127 1.611 3.724
H 1.524 -2.984 -1.525
H -0.299 -2.891 -3.525
H 2.754 -0.571 -1.405
O -1.499 -0.319 1.179
H -1.476 0.156 3.657
H 3.139 2.017 3.746
C 0.350 -2.071 -3.215
H -1.476 2.033 -1.986
H -2.597 -1.723 -0.838
C 0.269 0.659 2.466
C 1.389 1.515 4.908
H -2.534 -1.836 -2.642
H -0.488 0.913 5.798
N -1.481 1.012 -1.785
Rh -0.231 -0.587 -1.705
C 1.576 1.186 2.510
H -0.209 -0.417 -4.630
O 0.453 0.285 0.167
C -0.361 0.145 1.163
H 1.684 1.015 -3.322
C 0.394 -0.771 -3.795
C -2.242 -1.241 -1.758
*
```

List of natural (NBO) charges in e, atom by atom: number 1, C, carries -0.299; number 2, C, carries -0.216; number 3, C, carries -0.235; number 4, H, carries 0.165; number 5, H, carries 0.235; number 6, C, carries -0.346; number 7, C, carries -0.307; number 8, C, carries -0.342; number 9, H, carries 0.196; number 10, H, carries 0.192; number 11, C, carries -0.236; number 12, H, carries 0.225; number 13, H, carries 0.226; number 14, H, carries 0.228; number 15, O, carries -0.695; number 16, H, carries 0.232; number 17, H, carries 0.198; number 18, C, carries -0.329; number 19, H, carries 0.332; number 20, H, carries 0.207; number 21, C, carries -0.046; number 22, C, carries -0.232; number 23, H, carries 0.170; number 24, H, carries 0.198; number 25, N, carries -0.548; number 26, Rh, carries 0.932; number 27, C, carries -0.211; number 28, H, carries 0.222; number 29, O, carries -0.772; number 30, C, carries 0.741; number 31, H, carries 0.220; number 32, C, carries -0.346; number 33, C, carries -0.758

Entry 2:
A molecular structure, C14H15NO4S6W. Source: the OMol25 dataset; level of theory: ωB97M-V/def2-TZVPD.

* orbital gap: 6.1 eV
* HOMO energy: -14.6 eV
* energy above the lowest of the compared OMol25 structures with the same formula, charge and spin: 29.9 kJ/mol
* strongest force on any atom: 0.62 eV Å⁻¹
* electronic energy: -91265.13262 eV

Geometry as ORCA input:
```
! RIJCOSX wB97M-V def2-TZVPD def2/J DEFGRID3
* xyz 2 1
S -2.466 1.091 -0.650
H 2.364 1.939 -0.710
H -1.315 1.685 -4.156
C 0.301 -2.550 3.428
H -0.446 -2.898 4.130
S 0.205 0.851 -2.552
C 2.599 -2.178 2.761
H 3.665 -2.232 2.933
C -1.459 1.116 -3.236
S -0.286 -1.930 -2.724
H 2.008 -3.059 4.628
S -0.214 -4.915 -3.107
H -1.207 1.426 2.113
C -2.477 1.788 -2.317
H 1.227 2.988 -2.592
O -1.373 -1.392 0.376
C 1.373 2.368 -0.549
C 2.919 -1.133 0.423
O 4.088 -1.025 0.346
C 0.608 2.484 -1.849
C 1.668 -2.633 3.694
C -0.090 -2.016 2.216
C -0.840 2.119 1.352
W 0.160 -0.945 -0.617
H -1.643 3.334 -0.254
C -1.938 2.497 0.374
N 0.817 -1.594 1.338
S 0.636 1.285 0.702
O -2.503 -2.033 2.224
H -3.466 1.628 -2.748
H -0.479 3.002 1.883
C 2.117 -1.655 1.575
H -2.336 2.866 -2.262
H -0.308 3.053 -1.736
H -2.797 2.829 0.958
S 0.585 -3.402 -0.611
C -0.003 -3.613 -2.233
O 2.053 -0.758 -0.608
H -1.789 0.119 -3.527
C -1.474 -1.855 1.681
H 1.518 3.349 -0.094
*
```

List of natural (NBO) charges in e, atom by atom: number 1, S, carries 0.346; number 2, H, carries 0.276; number 3, H, carries 0.276; number 4, C, carries -0.140; number 5, H, carries 0.281; number 6, S, carries 0.474; number 7, C, carries -0.139; number 8, H, carries 0.282; number 9, C, carries -0.528; number 10, S, carries 0.156; number 11, H, carries 0.270; number 12, S, carries 0.331; number 13, H, carries 0.257; number 14, C, carries -0.560; number 15, H, carries 0.283; number 16, O, carries -0.684; number 17, C, carries -0.545; number 18, C, carries 0.758; number 19, O, carries -0.411; number 20, C, carries -0.544; number 21, C, carries -0.101; number 22, C, carries 0.083; number 23, C, carries -0.539; number 24, W, carries 1.313; number 25, H, carries 0.231; number 26, C, carries -0.547; number 27, N, carries -0.444; number 28, S, carries 0.421; number 29, O, carries -0.412; number 30, H, carries 0.283; number 31, H, carries 0.275; number 32, C, carries 0.093; number 33, H, carries 0.240; number 34, H, carries 0.236; number 35, H, carries 0.275; number 36, S, carries 0.126; number 37, C, carries -0.573; number 38, O, carries -0.700; number 39, H, carries 0.269; number 40, C, carries 0.753; number 41, H, carries 0.280

Entry 3:
A molecular structure, C14H15O4PZn at a distorted geometry. Source: the OMol25 dataset; level of theory: ωB97M-V/def2-TZVPD.

* orbital gap: 7.8 eV
* HOMO energy: -15.9 eV
* strongest force on any atom: 4.89 eV Å⁻¹
* electronic energy: -80639.41083 eV

Geometry as ORCA input:
```
! RIJCOSX wB97M-V def2-TZVPD def2/J DEFGRID3
* xyz 2 1
C -2.371 0.284 -1.730
H 1.928 -1.321 0.603
H 3.190 -1.201 4.764
C -0.284 0.835 -5.049
H -2.194 2.083 0.277
H 0.653 -1.088 -5.008
H -1.234 -1.094 -4.940
H 1.309 0.370 5.257
Zn 0.124 0.051 -0.977
H -2.455 -1.239 2.177
C -1.972 -1.160 1.198
C 2.667 -1.313 2.644
H -2.304 1.979 2.006
H 3.506 -1.976 2.426
C 2.119 0.217 -1.289
C -1.605 1.870 1.175
H 0.674 1.397 -5.077
O -0.249 -3.360 -1.711
H -1.217 1.436 -5.009
C 1.742 -0.984 1.644
O -3.470 0.381 -1.979
O -0.150 3.591 -1.993
C -0.203 -2.226 -1.611
C 2.495 -0.883 3.972
H -2.763 -1.058 0.443
C -0.295 -0.506 -5.014
H -1.439 -2.111 1.025
H -0.857 2.672 1.276
H -0.270 1.106 3.451
P -0.826 0.240 0.947
O 3.224 0.280 -1.569
C 1.450 0.010 4.240
C 0.529 0.384 3.250
C -0.089 2.471 -1.775
C 0.637 -0.135 1.956
*
```

List of natural (NBO) charges in e, atom by atom: number 1, C, carries 0.432; number 2, H, carries 0.184; number 3, H, carries 0.260; number 4, C, carries -0.403; number 5, H, carries 0.260; number 6, H, carries 0.207; number 7, H, carries 0.210; number 8, H, carries 0.251; number 9, Zn, carries 1.379; number 10, H, carries 0.294; number 11, C, carries -0.942; number 12, C, carries -0.182; number 13, H, carries 0.295; number 14, H, carries 0.249; number 15, C, carries 0.395; number 16, C, carries -0.958; number 17, H, carries 0.210; number 18, O, carries -0.337; number 19, H, carries 0.212; number 20, C, carries -0.251; number 21, O, carries -0.382; number 22, O, carries -0.364; number 23, C, carries 0.438; number 24, C, carries -0.145; number 25, H, carries 0.248; number 26, C, carries -0.414; number 27, H, carries 0.266; number 28, H, carries 0.286; number 29, H, carries 0.222; number 30, P, carries 0.633; number 31, O, carries -0.283; number 32, C, carries -0.168; number 33, C, carries -0.221; number 34, C, carries 0.442; number 35, C, carries -0.324

Entry 4:
2 unconnected molecules or ions with the total composition C14H16 at a distorted geometry. Source: the OMol25 dataset; level of theory: ωB97M-V/def2-TZVPD.

* orbital gap: 9.8 eV
* HOMO energy: -8.9 eV
* structure (SMILES): Cc1ccccc1.Cc1ccccc1
* energy above the lowest of the compared OMol25 structures with the same formula, charge and spin: 64.4 kJ/mol
* strongest force on any atom: 1.14 eV Å⁻¹
* electronic energy: -14777.09787 eV

Geometry as ORCA input:
```
! RIJCOSX wB97M-V def2-TZVPD def2/J DEFGRID3
* xyz 0 1
C -1.536 0.512 -1.941
H 0.187 -1.671 3.302
H 1.167 -1.135 4.670
C 1.668 -0.272 2.717
C 1.436 1.679 0.797
C 1.195 -1.381 3.608
H -1.646 -3.287 -2.593
H -2.648 -1.777 -4.218
C 1.510 1.056 3.104
C -1.082 -0.383 -0.957
C 2.077 -0.542 1.408
H -0.667 2.473 -1.525
H 1.277 1.252 4.144
H 2.137 0.250 -0.606
C -2.090 0.011 -3.122
H -2.161 2.113 -0.667
H 1.187 2.412 0.039
C -1.159 -1.742 -1.190
H 1.817 -2.280 3.548
H -2.296 0.770 -3.874
H 1.187 3.079 2.390
C 1.975 0.449 0.443
H 2.435 -1.537 1.169
C 1.381 2.042 2.135
C -1.625 -2.224 -2.403
H -0.629 0.073 -0.086
C -1.635 1.983 -1.614
H -0.778 -2.457 -0.468
C -2.144 -1.353 -3.355
H -2.317 2.489 -2.298
*
```

List of natural (NBO) charges in e, atom by atom: number 1, C, carries 0.000; number 2, H, carries 0.223; number 3, H, carries 0.216; number 4, C, carries 0.006; number 5, C, carries -0.233; number 6, C, carries -0.634; number 7, H, carries 0.210; number 8, H, carries 0.213; number 9, C, carries -0.227; number 10, C, carries -0.226; number 11, C, carries -0.226; number 12, H, carries 0.216; number 13, H, carries 0.211; number 14, H, carries 0.221; number 15, C, carries -0.226; number 16, H, carries 0.221; number 17, H, carries 0.209; number 18, C, carries -0.197; number 19, H, carries 0.215; number 20, H, carries 0.209; number 21, H, carries 0.215; number 22, C, carries -0.206; number 23, H, carries 0.213; number 24, C, carries -0.201; number 25, C, carries -0.225; number 26, H, carries 0.222; number 27, C, carries -0.637; number 28, H, carries 0.209; number 29, C, carries -0.206; number 30, H, carries 0.216

Entry 5:
2 unconnected molecules or ions with the total composition C14H16. Source: the OMol25 dataset; level of theory: ωB97M-V/def2-TZVPD.

* orbital gap: 9.8 eV
* HOMO energy: -8.9 eV
* structure (SMILES): Cc1ccccc1.Cc1ccccc1
* energy above the lowest of the compared OMol25 structures with the same formula, charge and spin: 35.5 kJ/mol
* strongest force on any atom: 0.97 eV Å⁻¹
* electronic energy: -14777.39773 eV

Geometry as ORCA input:
```
! RIJCOSX wB97M-V def2-TZVPD def2/J DEFGRID3
* xyz 0 1
C 3.076 -0.434 -2.247
C 2.647 -2.780 -0.748
C 3.832 -0.711 -1.118
C 2.062 -1.319 -2.578
H -4.391 2.849 2.544
H -0.752 2.442 3.114
C -3.753 1.918 -0.677
H 4.258 -2.053 0.481
H -5.522 2.504 0.303
C -1.737 2.008 0.644
C 2.546 -4.122 -0.079
H -4.248 1.640 -1.600
C 1.860 -2.491 -1.866
H 4.743 -0.156 -0.900
C -2.369 1.809 -0.574
H -0.685 1.768 0.787
H 2.428 -4.060 1.014
H 1.377 -1.093 -3.388
H 3.467 -4.684 -0.203
H 3.271 0.459 -2.822
C 3.613 -1.861 -0.364
H 1.673 -4.673 -0.413
C -3.849 2.557 1.649
C -2.466 2.363 1.767
H -1.758 1.490 -1.407
C -4.458 2.371 0.427
H 1.236 -3.283 -2.258
H -2.108 3.408 3.641
C -1.848 2.489 3.128
H -2.145 1.643 3.743
*
```

List of natural (NBO) charges in e, atom by atom: number 1, C, carries -0.231; number 2, C, carries 0.000; number 3, C, carries -0.198; number 4, C, carries -0.200; number 5, H, carries 0.210; number 6, H, carries 0.214; number 7, C, carries -0.226; number 8, H, carries 0.208; number 9, H, carries 0.209; number 10, C, carries -0.226; number 11, C, carries -0.635; number 12, H, carries 0.214; number 13, C, carries -0.224; number 14, H, carries 0.210; number 15, C, carries -0.197; number 16, H, carries 0.211; number 17, H, carries 0.218; number 18, H, carries 0.210; number 19, H, carries 0.221; number 20, H, carries 0.216; number 21, C, carries -0.221; number 22, H, carries 0.216; number 23, C, carries -0.221; number 24, C, carries 0.001; number 25, H, carries 0.211; number 26, C, carries -0.203; number 27, H, carries 0.209; number 28, H, carries 0.219; number 29, C, carries -0.635; number 30, H, carries 0.219

Entry 6:
A molecular structure, C14H16BClF4N4O5Se4V at a distorted geometry. Source: the OMol25 dataset; level of theory: ωB97M-V/def2-TZVPD.

* orbital gap (alpha / beta): 4.0 / 3.9 eV
* HOMO energy (alpha / beta): -1.0 / -0.9 eV
* energy above the lowest of the compared OMol25 structures with the same formula, charge and spin: 345.3 kJ/mol
* strongest force on any atom: 1.50 eV Å⁻¹
* electronic energy: -342119.47901 eV
* ⟨S²⟩: 4.22

Geometry as ORCA input:
```
! RIJCOSX wB97M-V def2-TZVPD def2/J DEFGRID3
* xyz -2 4
B -5.352 -1.075 -0.013
C 2.893 -5.010 2.224
H -2.786 -3.339 -0.558
Se -2.850 3.452 0.489
C 5.058 -4.380 3.178
H 3.041 2.512 -1.019
H -0.693 -4.911 0.288
Se -1.742 1.475 0.714
C -0.213 4.884 -2.393
O -1.208 -0.601 -2.632
O 0.244 2.295 -2.054
O -2.966 0.892 -2.853
C 3.440 -2.678 2.450
H 0.032 -0.841 1.205
H 1.207 5.540 0.073
H -0.063 5.936 -2.640
C -1.859 -3.071 -0.076
C 1.673 -4.670 1.675
N 0.975 4.395 -1.708
O -3.367 -1.385 -2.600
H 3.155 -6.051 2.357
C 1.697 5.350 -0.887
N 6.074 -4.682 3.623
N -1.589 -1.753 0.231
O -2.472 -0.587 -4.665
H 2.129 3.125 0.383
C 2.222 -2.336 1.898
C -0.843 -3.851 0.355
H 1.774 1.512 -0.269
C 1.328 -3.331 1.502
F -5.385 -2.352 -0.611
N 0.089 -2.991 0.935
C 2.064 2.528 -0.525
Cl -2.514 -0.421 -3.259
C -0.427 -1.734 0.814
H 0.985 -5.452 1.393
H -0.374 4.313 -3.306
Se 1.021 5.486 2.939
F -5.293 -0.074 -0.999
H 1.778 6.289 -1.440
V -2.461 -0.138 -0.896
F -6.446 -0.906 0.825
F -4.131 -0.978 0.732
Se -0.354 3.999 1.911
C 3.787 -4.017 2.615
H -1.102 4.774 -1.765
H 1.980 -1.291 1.769
H 4.128 -1.901 2.754
C 1.010 3.049 -1.477
H 2.708 4.999 -0.689
*
```

List of natural (NBO) charges in e, atom by atom: number 1, B, carries 1.345; number 2, C, carries -0.145; number 3, H, carries 0.257; number 4, Se, carries -0.224; number 5, C, carries 0.294; number 6, H, carries 0.203; number 7, H, carries 0.212; number 8, Se, carries -0.417; number 9, C, carries -0.413; number 10, O, carries -0.827; number 11, O, carries -0.634; number 12, O, carries -0.781; number 13, C, carries -0.122; number 14, H, carries 0.236; number 15, H, carries 0.242; number 16, H, carries 0.174; number 17, C, carries -0.042; number 18, C, carries -0.254; number 19, N, carries -0.449; number 20, O, carries -0.809; number 21, H, carries 0.223; number 22, C, carries -0.417; number 23, N, carries -0.336; number 24, N, carries -0.485; number 25, O, carries -0.789; number 26, H, carries 0.250; number 27, C, carries -0.252; number 28, C, carries -0.102; number 29, H, carries 0.227; number 30, C, carries 0.287; number 31, F, carries -0.575; number 32, N, carries -0.383; number 33, C, carries -0.718; number 34, Cl, carries 2.497; number 35, C, carries 0.231; number 36, H, carries 0.220; number 37, H, carries 0.214; number 38, Se, carries -0.596; number 39, F, carries -0.552; number 40, H, carries 0.178; number 41, V, carries 1.045; number 42, F, carries -0.562; number 43, F, carries -0.557; number 44, Se, carries -0.273; number 45, C, carries -0.215; number 46, H, carries 0.228; number 47, H, carries 0.244; number 48, H, carries 0.233; number 49, C, carries 0.698; number 50, H, carries 0.193